1.
{"formula": "C24H22BrN5O2RuS2Se", "method": "ωB97M-V with the def2-TZVPD basis set", "total_charge": -1, "homo_lumo_gap_ev": [5.8, 6.2], "relative_energy_kcal_mol": 30.28, "s_squared": 8.792, "lumo_energy_ev": [1.76, 1.24], "spin_multiplicity": 6, "species": ["Ru", "O", "C", "C", "C", "C", "C", "C", "C", "O", "N", "N", "C", "C", "Br", "C", "C", "C", "C", "C", "C", "C", "H", "H", "H", "H", "H", "H", "H", "H", "H", "H", "H", "H", "H", "H", "C", "S", "C", "S", "N", "N", "C", "C", "C", "C", "C", "C", "N", "H", "H", "H", "H", "H", "H", "H", "H", "Se"], "coordinates": [[-0.640, 0.069, -1.151], [-0.786, -3.515, 1.565], [-0.842, -2.972, 2.787], [-0.819, -3.813, 3.903], [-0.874, -3.289, 5.182], [-0.961, -1.917, 5.379], [-0.983, -1.078, 4.273], [-0.916, -1.583, 2.984], [-0.866, -0.640, 1.793], [-1.352, -1.172, 0.634], [0.553, -0.291, 1.577], [0.611, 0.577, 0.451], [1.671, 0.376, -0.321], [1.683, 0.982, -1.552], [-0.398, 0.654, -4.049], [2.420, 1.796, -2.288], [3.552, 2.532, -1.671], [3.473, 3.029, -0.368], [4.572, 3.622, 0.233], [5.771, 3.734, -0.459], [5.852, 3.271, -1.764], [4.750, 2.687, -2.370], [-0.899, -2.749, 0.923], [-0.752, -4.881, 3.737], [-0.850, -3.956, 6.036], [-1.014, -1.506, 6.380], [-1.056, -0.003, 4.410], [-1.416, 0.287, 2.073], [0.952, 0.170, 2.387], [2.414, -0.377, -0.043], [2.232, 1.924, -3.348], [2.536, 2.957, 0.170], [4.496, 3.995, 1.247], [6.635, 4.184, 0.014], [6.784, 3.353, -2.311], [4.821, 2.320, -3.387], [0.502, -3.070, -5.169], [-0.699, -3.863, -4.059], [-0.824, -2.540, -2.865], [0.560, -2.146, -1.954], [-2.009, -2.030, -2.751], [-2.164, -0.965, -1.951], [-3.359, -0.793, -1.468], [-3.595, 0.253, -0.520], [-4.803, 0.388, 0.171], [-4.919, 1.369, 1.133], [-3.839, 2.209, 1.383], [-2.677, 2.016, 0.655], [-2.559, 1.071, -0.265], [0.820, -3.827, -5.883], [1.350, -2.718, -4.586], [0.028, -2.235, -5.680], [-4.127, -1.512, -1.725], [-5.615, -0.297, -0.038], [-5.836, 1.478, 1.698], [-3.892, 2.991, 2.127], [-1.805, 2.641, 0.808], [-0.894, 2.803, -2.116]], "forces_ev_per_angstrom": [[-0.18, -0.67, 0.48], [0.03, 0.24, -0.19], [0.02, 0.03, 0.27], [-0.01, -0.06, -0.12], [0.00, 0.07, 0.03], [0.00, 0.05, 0.12], [-0.03, -0.13, -0.03], [-0.01, 0.07, -0.22], [0.16, 0.20, 0.25], [0.04, -0.06, -0.19], [0.19, -0.76, -0.10], [0.28, 0.79, 0.24], [0.22, 0.32, 0.05], [0.50, 0.19, 0.06], [-0.07, 0.30, -0.28], [-0.09, -0.04, 0.26], [0.00, 0.00, -0.10], [0.03, -0.01, -0.02], [0.04, -0.02, -0.04], [0.01, 0.04, 0.06], [0.04, -0.02, -0.09], [-0.04, 0.04, 0.04], [-0.06, -0.16, 0.07], [-0.01, 0.01, -0.01], [-0.01, -0.02, -0.01], [0.01, -0.02, -0.01], [-0.01, 0.01, -0.03], [-0.01, -0.06, -0.02], [-0.16, 0.26, 0.01], [-0.14, -0.14, -0.06], [-0.03, -0.04, -0.03], [-0.04, -0.07, -0.02], [-0.02, 0.01, -0.01], [-0.01, 0.01, -0.01], [-0.01, 0.02, 0.00], [-0.01, -0.01, 0.00], [-0.12, -0.07, 0.20], [-0.02, 0.04, -0.14], [0.14, 0.16, 0.39], [-0.39, 0.66, 0.28], [-0.51, -0.80, -1.01], [-0.67, 0.24, 0.29], [0.55, -0.56, -0.48], [-0.12, 0.69, 0.60], [0.12, -0.21, -0.32], [0.11, 0.20, 0.15], [-0.17, -0.10, -0.06], [-0.02, 0.16, -0.01], [0.09, -0.49, 0.13], [0.00, 0.00, -0.01], [0.04, -0.02, -0.05], [0.05, 0.02, -0.04], [-0.02, 0.01, -0.03], [-0.01, 0.03, -0.01], [-0.02, -0.01, -0.03], [0.01, -0.02, 0.01], [0.04, -0.07, -0.03], [0.30, -0.26, -0.18]]}



2.
{"formula": "C22H44N2O3Rb", "method": "ωB97M-V with the def2-TZVPD basis set", "total_charge": 0, "homo_lumo_gap_ev": [5.1, 4.0], "s_squared": 0.755, "lumo_energy_ev": [0.01, -1.14], "spin_multiplicity": 2, "species": ["Rb", "C", "C", "C", "C", "C", "C", "N", "O", "C", "C", "C", "H", "H", "H", "H", "H", "H", "H", "H", "H", "H", "H", "H", "H", "H", "H", "H", "H", "H", "C", "C", "C", "C", "C", "C", "N", "O", "C", "C", "C", "H", "H", "H", "H", "H", "H", "H", "H", "H", "H", "H", "H", "H", "H", "H", "H", "H", "H", "C", "C", "C", "O", "C", "H", "H", "H", "H", "H", "H", "H", "H"], "coordinates": [[-0.072, 0.624, 0.437], [-3.330, 2.073, 1.680], [-3.880, 1.879, 0.202], [-3.670, 3.259, -0.528], [-4.010, 3.286, -1.949], [-3.093, 2.271, -2.667], [-3.090, 0.844, -2.104], [-3.181, 0.823, -0.613], [-2.987, -0.455, 0.031], [-1.792, 0.167, -2.681], [-4.352, 0.124, -2.666], [-5.427, 1.745, 0.306], [-3.865, 2.826, 2.259], [-2.260, 2.266, 1.752], [-3.553, 1.168, 2.245], [-2.612, 3.477, -0.380], [-4.223, 4.050, -0.021], [-3.981, 4.292, -2.366], [-5.066, 3.053, -2.089], [-2.093, 2.687, -2.785], [-3.527, 2.267, -3.666], [-1.675, 0.296, -3.757], [-1.721, -0.898, -2.460], [-0.907, 0.618, -2.234], [-4.378, -0.883, -2.251], [-4.234, -0.025, -3.740], [-5.290, 0.660, -2.523], [-5.835, 1.279, -0.591], [-6.050, 2.638, 0.272], [-5.759, 1.116, 1.132], [3.565, -1.212, -3.088], [2.793, -1.386, -1.760], [3.086, -2.814, -1.203], [4.443, -3.055, -0.693], [4.734, -2.016, 0.377], [4.402, -0.560, 0.005], [3.104, -0.443, -0.663], [2.678, 0.965, -0.954], [5.638, -0.048, -0.746], [4.396, 0.186, 1.404], [1.316, -1.352, -2.081], [3.257, -0.356, -3.689], [3.256, -2.071, -3.683], [4.654, -1.206, -3.041], [2.833, -3.567, -1.950], [2.383, -2.895, -0.374], [5.218, -3.055, -1.460], [4.576, -4.053, -0.275], [5.804, -2.139, 0.542], [4.280, -2.308, 1.324], [5.425, 0.880, -1.278], [6.046, -0.729, -1.493], [6.437, 0.287, -0.085], [3.393, 0.275, 1.820], [4.733, 1.222, 1.384], [4.915, -0.273, 2.246], [1.055, -0.465, -2.659], [0.743, -1.305, -1.155], [0.979, -2.173, -2.713], [-1.221, -1.392, 4.733], [0.211, -1.403, 5.178], [0.919, -0.802, 3.963], [-0.082, -0.069, 3.281], [-1.335, -0.122, 3.954], [-1.872, -1.487, 5.602], [-1.412, -2.261, 4.102], [0.578, -2.379, 5.495], [0.472, -0.709, 5.976], [1.416, -1.513, 3.303], [1.773, -0.192, 4.258], [-2.111, -0.216, 3.194], [-1.567, 0.680, 4.655]], "forces_ev_per_angstrom": [[0.89, 0.00, -0.10], [-0.37, -1.44, -0.78], [-0.77, 2.41, 0.41], [0.84, -0.15, 1.85], [-0.07, -0.79, -0.94], [-1.06, 1.35, -0.46], [-0.53, -0.26, -1.26], [0.73, -3.73, 2.98], [-0.68, 5.01, -2.52], [-0.33, -0.06, 1.28], [0.75, -0.54, -0.12], [-0.46, -1.51, -0.86], [-0.08, 0.41, -0.65], [0.00, 0.10, -0.20], [0.25, -0.24, -0.14], [0.26, 0.34, -0.20], [0.00, -0.26, 0.50], [0.66, 0.01, -0.10], [-0.15, -0.50, -0.01], [0.13, -0.05, 0.33], [0.43, -0.64, -0.32], [-0.44, 0.18, 0.05], [-0.27, -0.01, 0.03], [0.00, 0.18, -0.06], [-0.33, 0.09, 0.25], [0.12, 0.21, -0.09], [0.15, -0.03, 0.25], [0.27, -0.51, -0.05], [0.77, 0.61, 0.63], [0.17, 0.03, 0.09], [-0.40, -0.18, -0.44], [1.63, -0.12, 0.36], [-1.37, 0.20, -0.68], [0.92, 0.22, 0.49], [0.50, -0.84, -0.08], [0.93, 0.19, 1.26], [-1.46, 1.05, 0.24], [0.52, -2.07, 0.40], [0.08, 1.26, -0.78], [-1.01, 0.65, -0.12], [-0.44, 0.85, -0.32], [-0.04, 0.33, 0.41], [0.24, -0.24, -0.29], [-0.14, -0.06, 0.31], [-0.29, 0.03, -0.20], [-0.14, -0.34, 0.18], [-0.06, 0.45, -0.39], [-0.36, -0.16, 0.23], [0.21, 0.62, 0.39], [-0.46, 0.01, -0.03], [-0.51, 0.03, -0.19], [-0.02, -0.23, 0.16], [0.11, -0.56, 0.34], [-0.48, -0.17, -0.41], [0.16, 0.01, -0.46], [0.64, -0.54, -0.49], [0.21, 0.27, 0.15], [-0.06, -0.44, -0.03], [0.17, -0.40, 0.27], [-0.60, -1.05, 1.10], [1.36, 0.20, -0.10], [0.97, -0.65, 0.33], [0.01, 1.18, -0.73], [-0.28, -1.06, -0.06], [-0.30, 0.24, -0.14], [0.03, -0.01, -0.13], [0.00, -0.02, -0.25], [-0.70, -0.03, 0.41], [-0.59, -0.38, -0.36], [-0.28, 0.62, 0.14], [-0.01, 0.34, 0.00], [0.42, 0.60, -0.29]]}



3.
{"formula": "C22H25BBeF4N4O", "method": "ωB97M-V with the def2-TZVPD basis set", "total_charge": 0, "homo_lumo_gap_ev": 7.6, "relative_energy_kcal_mol": 26.37, "lumo_energy_ev": 0.39, "species": ["Be", "B", "F", "F", "F", "F", "C", "C", "O", "H", "H", "H", "H", "H", "N", "C", "C", "C", "C", "C", "H", "H", "H", "H", "H", "N", "C", "C", "C", "C", "C", "H", "H", "H", "H", "H", "N", "C", "C", "C", "C", "C", "H", "H", "H", "H", "H", "N", "C", "C", "C", "C", "C", "H", "H", "H", "H", "H"], "coordinates": [[0.327, 0.419, -0.443], [2.025, 2.307, -1.786], [2.810, 1.575, -0.909], [0.848, 2.593, -1.069], [2.710, 3.462, -2.157], [1.764, 1.423, -2.825], [-3.494, -2.411, 0.266], [-2.070, -2.281, 0.858], [-1.319, -1.238, 0.311], [-3.985, -1.439, 0.285], [-3.966, -3.160, 0.908], [-3.492, -2.836, -0.738], [-1.549, -3.242, 0.741], [-2.163, -2.086, 1.935], [-1.072, 2.149, 0.926], [-2.428, 1.999, 0.962], [-3.286, 2.715, 1.757], [-2.698, 3.613, 2.647], [-1.329, 3.820, 2.591], [-0.548, 3.095, 1.685], [-2.814, 1.334, 0.201], [-4.349, 2.587, 1.619], [-3.219, 3.942, 3.538], [-0.741, 4.389, 3.298], [0.509, 3.328, 1.680], [1.704, 0.584, 1.702], [1.213, -0.284, 2.603], [1.691, -0.356, 3.898], [2.749, 0.483, 4.283], [3.235, 1.367, 3.374], [2.744, 1.374, 2.066], [0.480, -1.015, 2.282], [1.281, -1.018, 4.647], [3.012, 0.491, 5.332], [4.027, 2.039, 3.677], [3.157, 2.032, 1.315], [1.860, -1.420, -1.109], [1.493, -2.677, -0.818], [2.455, -3.702, -0.711], [3.726, -3.467, -1.125], [4.098, -2.237, -1.661], [3.120, -1.268, -1.615], [0.513, -2.892, -0.409], [2.135, -4.682, -0.387], [4.441, -4.282, -1.113], [5.115, -2.045, -1.965], [3.276, -0.314, -2.101], [-1.051, 0.209, -2.404], [-1.986, 1.056, -2.887], [-2.992, 0.682, -3.753], [-3.021, -0.615, -4.229], [-1.985, -1.457, -3.888], [-0.985, -0.980, -3.057], [-2.110, 2.013, -2.397], [-3.837, 1.314, -3.988], [-3.834, -0.933, -4.867], [-2.051, -2.477, -4.239], [-0.146, -1.581, -2.736]], "forces_ev_per_angstrom": [[-0.98, -0.72, 0.30], [1.36, 0.44, -0.56], [0.79, -0.60, 1.24], [-1.10, -0.63, 0.25], [-0.65, -0.27, -0.10], [-0.57, 0.15, -0.69], [1.02, -0.52, 0.52], [0.58, 1.25, -0.44], [1.03, 1.14, -1.01], [-0.20, -0.12, 0.04], [-0.57, 0.23, -0.01], [0.12, 0.28, -0.15], [-0.04, -0.35, 0.06], [-0.26, -0.33, 0.30], [-0.44, -0.67, -0.59], [1.01, 0.02, -1.23], [0.57, 0.44, -0.10], [0.49, -0.53, 1.00], [0.30, -0.58, -0.15], [-0.70, 0.26, 0.49], [0.03, -0.42, 0.26], [-0.04, -0.08, 0.38], [-0.37, 0.61, -0.37], [-0.52, 0.42, 0.13], [0.15, -0.50, -0.41], [0.16, -0.09, -0.60], [0.42, -0.25, 0.21], [0.82, 0.50, 0.33], [-1.93, -0.76, 0.54], [0.83, 0.58, -0.81], [-1.05, -0.52, 0.29], [-0.38, 0.41, -0.35], [-0.19, -0.21, -0.27], [0.46, 0.01, -0.08], [0.04, 0.10, -0.28], [-0.15, -0.03, -0.13], [-0.30, -0.35, -0.70], [1.21, -0.05, 1.72], [-1.57, 0.28, -0.58], [1.37, -0.46, -0.49], [-0.90, -0.37, 0.98], [-0.67, 1.15, -0.53], [-0.35, 0.61, -0.29], [0.03, 0.00, 0.07], [0.10, 0.03, 0.17], [-0.14, 0.15, -0.32], [0.17, 0.18, 0.48], [0.34, 0.13, -1.13], [-0.38, -0.06, 1.62], [-0.31, -0.48, -0.36], [0.09, 0.38, -0.03], [-0.10, -0.03, -0.25], [0.07, 0.19, 1.60], [0.53, 0.13, 0.05], [0.30, 0.44, 0.05], [-0.02, -0.15, 0.06], [0.61, -0.06, 0.04], [-0.12, -0.26, -0.14]]}



Table of molar mass (Da), in record order: 736.54; 470.07; 457.28
Table of total energy (Eh), in record order: -7218.62576; -1223.75207; -1586.79715